*P*
A single C16H20N2O2S molecule, computed with wB97M-V/def2-TZVPD.

Geometry (Å):
C 2.32 -0.13 2.15
C 1.50 0.37 1.01
C 1.46 -0.27 -0.22
C 0.72 0.22 -1.28
C -0.03 1.38 -1.15
C -0.03 2.01 0.10
C 0.72 1.51 1.15
H 0.71 2.03 2.10
H -0.62 2.90 0.25
C -0.80 1.94 -2.32
C -0.32 3.35 -2.66
H -0.81 3.71 -3.55
H -0.53 4.04 -1.84
H 0.76 3.35 -2.83
C -2.30 1.93 -2.05
H -2.84 2.34 -2.90
H -2.54 2.54 -1.18
H -2.65 0.92 -1.87
H -0.60 1.30 -3.18
H 0.76 -0.32 -2.21
S 2.36 -1.80 -0.54
O 3.73 -1.65 -0.15
O 2.05 -2.22 -1.87
N 1.73 -2.96 0.48
H 2.03 -2.84 1.43
C 0.33 -3.28 0.31
C -0.58 -2.29 0.99
C -1.45 -1.47 0.28
C -2.20 -0.53 0.97
C -2.05 -0.44 2.35
N -1.24 -1.23 3.04
C -0.54 -2.13 2.37
H 0.09 -2.77 2.98
H -2.60 0.29 2.93
H -2.89 0.12 0.45
H -1.53 -1.57 -0.79
H 0.16 -4.29 0.71
H 0.16 -3.29 -0.77
H 2.68 0.70 2.74
H 1.72 -0.77 2.80
H 3.18 -0.70 1.77

LUMO energy = 0.63 eV
Frontier orbital gap = 9.9 eV
Spin multiplicity = 1
Net charge = 0
SMILES = Cc1ccc(C(C)C)cc1S(=O)(=O)NCc1cccnc1



*Q*
A single C16H20N2O2S molecule, computed with wB97M-V/def2-TZVPD.

Geometry (Å):
C 2.98 2.68 0.40
H 2.23 2.74 -0.35
H 4.01 2.65 -0.28
H 3.05 3.53 0.92
S 2.78 1.09 1.29
C 2.60 -0.16 0.31
C 3.52 -1.19 0.50
C 3.59 -2.09 -0.69
C 2.60 -2.12 -1.67
C 1.74 -1.20 -1.66
C 1.61 0.08 -0.70
C 0.43 0.95 -0.95
O 0.21 1.14 -2.03
N -0.07 1.21 0.36
H 0.22 0.64 1.03
C -1.43 1.77 0.51
H -1.44 2.22 -0.48
H -1.36 2.44 1.32
C -2.48 0.97 0.48
C -2.22 -0.52 0.91
C -2.62 -1.42 1.71
C -2.07 -2.57 1.68
C -1.25 -2.37 0.44
O -1.45 -1.18 0.10
H -0.62 -2.97 -0.44
H -1.94 -3.53 2.10
H -3.20 -1.37 2.62
N -3.46 1.19 -0.61
C -4.91 0.52 -0.18
H -5.17 1.02 0.67
H -5.47 0.93 -1.18
H -4.91 -0.55 -0.26
C -2.98 0.54 -1.82
H -2.01 0.68 -2.04
H -3.67 0.83 -2.64
H -3.02 -0.40 -1.85
H -3.12 1.19 1.26
H 0.94 -1.15 -2.16
H 2.64 -2.91 -2.28
H 4.24 -2.76 -0.40
H 4.44 -1.09 1.27

LUMO energy = 0.24 eV
Frontier orbital gap = 8.1 eV
Spin multiplicity = 1
Net charge = 0
SMILES = CSc1ccccc1C(=O)NC[C@H](c1ccco1)N(C)C



The computed energies, referenced to the most stable structure and given in hartree, are *P* 0.0000; *Q* 0.4851.



*P*
3 unconnected molecules or ions with the total composition HN4O3, computed with wB97M-V/def2-TZVPD.

Geometry (Å):
N 2.36 0.20 0.62
N 1.20 -0.47 -1.67
N 1.67 0.47 -2.03
N 1.53 0.02 1.38
O -0.06 -0.49 0.25
O 0.74 -1.54 -1.85
O 1.05 0.14 2.49
H -0.91 -0.26 0.57

LUMO energy = 4.50 eV
Frontier orbital gap = 8.2 eV
Spin multiplicity = 1
Net charge = -1



*Q*
2 unconnected molecules or ions with the total composition HN4O3, computed with wB97M-V/def2-TZVPD.

Geometry (Å):
N 0.45 -0.30 0.28
N -1.16 -1.38 0.07
N 1.26 0.06 1.22
N -0.12 0.62 -0.52
O -0.24 1.77 -0.10
O -0.78 -2.18 -0.71
O -0.52 0.22 -1.62
H 1.11 1.18 1.38

LUMO energy (spin up / spin down) = 4.78 / 4.13 eV
Frontier orbital gap (spin up / spin down) = 7.6 / 7.4 eV
Spin multiplicity = 1
Net charge = -1



The computed energies, referenced to the most stable structure and given in hartree, are *P* 0.0000; *Q* 0.0711.



*P*
A single C2H3ClS molecule, computed with wB97M-V/def2-TZVPD.

Geometry (Å):
C -0.47 -0.68 0.01
C 1.94 0.51 -0.72
S 1.02 -0.91 -0.79
Cl 3.57 0.42 -1.23
H -0.51 0.15 0.55
H -0.95 -1.62 0.02
H 1.35 1.36 -0.64

LUMO energy (spin up / spin down) = -0.08 / -0.13 eV
Frontier orbital gap (spin up / spin down) = 7.7 / 7.7 eV
Spin multiplicity = 1
Net charge = 0



*Q*
A single C2H3ClS molecule, computed with wB97M-V/def2-TZVPD.

Geometry (Å):
C 1.70 0.16 -0.10
C 0.20 -0.05 -0.03
S 2.64 1.49 -0.28
Cl 2.53 -1.36 0.29
H -0.25 0.66 0.64
H -0.29 -0.01 -0.99
H 0.10 -1.00 0.52

LUMO energy = -0.57 eV
Frontier orbital gap = 8.6 eV
Spin multiplicity = 1
Net charge = 0
SMILES = CC(=S)Cl



The computed energies, referenced to the most stable structure and given in hartree, are *P* 0.0936; *Q* 0.0000.



*P*
A gas-phase ion, C4H12N2 (charge -1), computed with wB97M-V/def2-TZVPD.

Geometry (Å):
C 0.40 -0.47 2.04
N 1.22 -1.14 1.01
C 0.87 -1.01 -0.45
C -0.44 -0.35 -0.85
N -0.29 1.09 -1.07
C -1.54 1.83 -0.90
H -0.68 -0.55 1.92
H 0.72 0.57 2.04
H 0.62 -0.91 3.02
H 1.31 -2.11 1.25
H 1.67 -0.32 -0.78
H 0.99 -1.96 -0.96
H -0.77 -0.80 -1.80
H -1.28 -0.49 -0.17
H 0.43 1.46 -0.48
H -1.34 2.89 -0.79
H -2.14 1.61 -1.79
H -2.15 1.52 -0.05

LUMO energy (spin up / spin down) = 4.22 / 4.30 eV
Frontier orbital gap (spin up / spin down) = 2.8 / 9.1 eV
Spin multiplicity = 2
Net charge = -1



*Q*
A gas-phase ion, C4H12N2 (charge -1), computed with wB97M-V/def2-TZVPD.

Geometry (Å):
N -0.58 -1.66 1.04
C -0.53 -0.19 0.88
C -0.16 0.43 2.20
C 0.43 0.41 -0.20
N 0.33 -0.33 -1.48
C 0.28 0.54 -2.66
H 0.08 -2.10 0.41
H -0.16 -1.96 1.92
H -1.56 0.05 0.56
H -0.96 0.19 2.91
H 0.83 0.20 2.58
H 0.09 1.51 2.23
H 0.22 1.49 -0.33
H 1.42 0.26 0.25
H -0.47 -0.91 -1.29
H 1.07 0.28 -3.38
H 0.33 1.61 -2.50
H -0.68 0.19 -3.12

LUMO energy (spin up / spin down) = 4.02 / 4.09 eV
Frontier orbital gap (spin up / spin down) = 2.5 / 9.4 eV
Spin multiplicity = 2
Net charge = -1



The computed energies, referenced to the most stable structure and given in hartree, are *P* 0.0000; *Q* 0.0054.



*P*
A single C7H15NO4 molecule, computed with wB97M-V/def2-TZVPD.

Geometry (Å):
C 1.60 2.48 -0.45
C 0.98 1.35 0.33
C -1.18 0.28 0.84
C -2.67 0.45 0.56
C -0.70 -1.19 0.43
C 0.78 -1.21 0.56
C 1.44 -0.03 -0.12
H 2.71 2.49 -0.23
H 1.17 3.43 -0.17
H 1.51 2.48 -1.58
H 1.26 1.50 1.44
H -0.76 1.46 -0.81
H -1.02 0.39 1.97
H -3.27 -0.36 1.03
H -3.06 1.37 0.95
H -2.66 -0.29 -1.27
H -1.16 -1.90 1.11
H -0.44 -2.04 -1.24
H 1.00 -1.16 1.64
H 2.12 -2.28 -0.39
H 1.24 -0.10 -1.20
H 3.31 0.01 -0.87
N -0.49 1.41 0.19
O -2.93 0.53 -0.86
O -1.11 -1.42 -0.90
O 1.17 -2.37 -0.12
O 2.88 -0.19 0.05

LUMO energy = 0.39 eV
Frontier orbital gap = 9.2 eV
Spin multiplicity = 1
Net charge = 0
SMILES = C[C@H]1N[C@@H](CO)[C@@H](O)[C@@H](O)[C@@H]1O



*Q*
A molecular structure, C7H15NO4, computed with wB97M-V/def2-TZVPD.

Geometry (Å):
C 0.22 -2.26 0.08
C 0.91 -0.14 -1.07
C 2.13 -0.34 -0.20
C 0.45 1.24 -0.83
C -0.61 1.32 0.50
C -0.81 -0.14 0.53
C -2.47 -0.30 0.21
H -0.87 -2.43 0.61
H 0.97 -1.87 0.88
H 0.72 -2.96 -0.82
H 1.15 -0.37 -2.18
H 2.85 -1.26 -0.33
H 2.95 0.41 -0.69
H 2.37 -0.66 1.67
H -0.28 1.47 -1.62
H 0.87 3.14 -0.01
H -0.03 1.32 1.38
H -1.82 2.82 1.14
H -0.56 -0.78 1.51
H -3.04 -0.98 1.21
H -2.86 0.83 0.23
H -1.23 -0.91 -1.01
N -0.23 -0.89 -0.61
O 1.62 -0.29 1.05
O 1.53 2.38 -0.64
O -1.61 2.37 0.20
O -2.31 -0.73 -1.20

LUMO energy = 0.07 eV
Frontier orbital gap = 8.5 eV
Spin multiplicity = 1
Net charge = 0



The computed energies, referenced to the most stable structure and given in hartree, are *P* 0.0000; *Q* 0.3514.



*P*
4 unconnected molecules or ions with the total composition C2H10O4, computed with wB97M-V/def2-TZVPD.

Geometry (Å):
O 1.05 1.04 0.19
C 1.80 0.27 0.80
C 1.44 -0.77 1.79
H 2.78 0.20 0.29
H 1.00 -1.74 1.43
H 0.65 -0.48 2.54
H 2.40 -0.93 2.36
H -0.63 1.51 0.05
H -1.40 2.61 0.88
O -1.52 1.89 0.34
H -2.98 -0.33 -1.39
H -2.35 1.10 -1.41
O -2.44 0.28 -1.92
H -0.27 -1.63 -1.36
H -0.02 -1.49 -2.69
O 0.49 -1.54 -1.89

LUMO energy = 0.39 eV
Frontier orbital gap = 10.8 eV
Spin multiplicity = 1
Net charge = 0
SMILES = CC=O.O.O.O



*Q*
4 unconnected molecules or ions with the total composition C2H10O4, computed with wB97M-V/def2-TZVPD.

Geometry (Å):
O -0.80 1.57 -2.31
C -1.45 1.16 -1.35
C -1.30 -0.28 -1.04
H -2.08 1.77 -0.71
H -0.62 -0.84 -1.67
H -1.00 -0.44 0.00
H -2.30 -0.67 -1.29
H 0.23 2.32 -0.86
H 1.51 2.96 -0.70
O 0.93 2.38 -0.20
H 1.00 -0.40 1.47
H 2.30 -0.56 2.32
O 1.35 -0.73 2.30
H 0.34 -3.99 2.42
H 1.17 -2.93 2.07
O 0.54 -3.49 1.62

LUMO energy = 0.71 eV
Frontier orbital gap = 11.1 eV
Spin multiplicity = 1
Net charge = 0
SMILES = CC=O.O.O.O



The computed energies, referenced to the most stable structure and given in hartree, are *P* 0.0042; *Q* 0.0000.